No. 1
Formula: C15H22O5S
Source: the OMol25 dataset
Level of theory: ωB97M-V with the def2-TZVPD basis set

```
43
C15H22O5S ωB97M-V with the def2-TZVPD basis set
C -0.1341 1.9711 -6.0643
C -0.3177 0.8253 -5.1109
O -0.7044 1.3007 -3.8008
C -0.8343 0.2831 -2.8334
C -1.0197 0.8810 -1.4317
O 0.2168 0.9305 -0.6838
C 1.1556 1.9161 -1.1240
C 2.5401 1.8815 -0.3486
O 2.5030 2.5843 0.8829
C 1.6301 2.0106 1.8801
C 1.5553 2.9725 3.0140
O 2.1715 0.7462 2.3253
C 1.3937 -0.0774 3.1303
C 0.0257 -0.1983 3.0134
C -0.7044 -1.0823 3.8427
C -0.1079 -1.8284 4.8175
C 1.2829 -1.7199 4.9634
C 2.0214 -0.8821 4.1327
S 1.8736 -2.8450 6.1635
C 0.1729 -3.3233 6.5865
O -0.7475 -2.7009 5.6670
H -0.0182 1.5666 -7.0726
H 0.7332 2.5744 -5.7564
H -1.0073 2.6365 -6.0895
H -1.0709 0.1354 -5.4739
H 0.6064 0.2341 -5.0491
H -1.6780 -0.3694 -3.0750
H 0.1069 -0.2914 -2.8221
H -1.7486 0.2941 -0.8744
H -1.3912 1.9015 -1.5491
H 0.7122 2.9284 -0.9453
H 1.3654 1.8274 -2.1776
H 2.8187 0.8510 -0.1543
H 3.3092 2.3801 -0.9328
H 0.6189 1.9055 1.4937
H 0.9916 2.5130 3.8237
H 2.5603 3.2618 3.3540
H 1.0234 3.8744 2.7501
H -0.4809 0.3521 2.2359
H -1.7641 -1.1259 3.6492
H 3.1136 -0.8270 4.2441
H -0.1229 -3.0885 7.6258
H 0.1042 -4.4249 6.5283
```

Orbital gap in eV: 8.57
Structure (SMILES): CCOCCOCCO[C@H](C)Oc1ccc2c(c1)SCO2
Energy relative to the best compared isomer or geometry (same formula, charge and spin) in kJ/mol: 36.7
Energy in eV: -36982.411
E_LUMO in eV: 0.829
HOMO energy in eV: -7.74

Calculated atomic charges, method natural (NBO), unit e: -0.624, -0.059, -0.553, -0.095, -0.082, -0.556, -0.101, -0.084, -0.527, 0.378, -0.644, -0.528, 0.287, -0.288, -0.232, 0.249, -0.232, -0.212, 0.257, -0.195, -0.477, 0.215, 0.212, 0.217, 0.163, 0.162, 0.169, 0.177, 0.196, 0.184, 0.171, 0.181, 0.191, 0.196, 0.162, 0.220, 0.224, 0.219, 0.223, 0.223, 0.224, 0.192, 0.195



No. 2
Formula: C15H23B3ClF9O9
Source: the OMol25 dataset
Level of theory: ωB97M-V with the def2-TZVPD basis set

```
60
C15H23B3ClF9O9 ωB97M-V with the def2-TZVPD basis set
C -3.6533 -2.7678 -0.4332
C -2.4607 -3.5911 -0.0078
O -2.8478 -4.9549 0.2661
C -2.9485 -5.7566 -0.7824
O -2.7511 -5.4759 -1.9277
C -3.3290 -7.1712 -0.3105
F -4.3079 -7.1310 0.6083
F -2.2564 -7.7693 0.2405
F -3.7437 -7.9113 -1.3410
H -4.4432 -2.8306 0.3158
H -3.3709 -1.7235 -0.5564
H -4.0642 -3.1292 -1.3760
H -2.0536 -3.2089 0.9252
H -1.6674 -3.5667 -0.7531
C 6.9492 1.8382 -5.3075
C 7.2521 2.5564 -4.0108
O 6.4791 3.7686 -3.8929
C 5.2381 3.6304 -3.4550
O 4.6920 2.6113 -3.1479
C 4.5710 5.0127 -3.3438
F 4.8217 5.7614 -4.4280
F 5.0456 5.6558 -2.2616
F 3.2489 4.8786 -3.2119
H 7.1074 2.5032 -6.1566
H 7.5983 0.9706 -5.4158
H 5.9140 1.5006 -5.3367
H 8.2909 2.8759 -3.9817
H 7.0732 1.9196 -3.1462
C -2.9823 -0.8338 5.9613
C -4.3022 -1.3570 5.4384
O -4.8125 -0.5185 4.3808
C -4.3157 -0.7364 3.1746
O -3.4932 -1.5503 2.8695
C -4.9833 0.2058 2.1585
F -5.0679 1.4613 2.6272
F -6.2291 -0.2188 1.8789
F -4.2744 0.2192 1.0264
H -3.0838 0.2035 6.2805
H -2.6523 -1.4312 6.8098
H -2.2120 -0.8721 5.1919
H -5.0619 -1.3310 6.2158
H -4.2177 -2.3836 5.0864
Cl 3.4623 0.3749 1.3719
C 2.8301 1.0394 -0.1634
C 2.5594 2.5192 -0.0401
C 1.5127 2.8869 1.0117
B 0.1323 2.2016 0.7819
O -0.2075 0.9933 1.3604
B -0.8657 0.1422 0.5197
O -1.6121 0.5828 -0.5402
B -1.4971 1.9199 -0.8485
O -0.8099 2.7897 -0.0496
H 3.6171 0.8844 -0.8812
H 1.9631 0.4730 -0.4698
H 3.4941 2.9831 0.2368
H 2.2447 2.8588 -1.0195
H 1.8965 2.7220 2.0071
H 1.3455 3.9565 0.9320
H -0.7726 -1.0156 0.7644
H -1.9883 2.3356 -1.8452
```

Orbital gap in eV: 11.16
Structure (SMILES): CCOC(=O)C(F)(F)F.CCOC(=O)C(F)(F)F.CCOC(=O)C(F)(F)F.ClCCCB1OBOBO1
Energy in eV: -73373.151
E_LUMO in eV: 0.477
HOMO energy in eV: -10.68

Calculated atomic charges, method natural (NBO), unit e: -0.639, -0.081, -0.476, 0.692, -0.543, 0.898, -0.309, -0.312, -0.301, 0.213, 0.234, 0.219, 0.208, 0.198, -0.638, -0.079, -0.473, 0.696, -0.553, 0.899, -0.305, -0.309, -0.302, 0.217, 0.225, 0.224, 0.199, 0.200, -0.638, -0.079, -0.473, 0.695, -0.550, 0.899, -0.306, -0.308, -0.304, 0.217, 0.225, 0.225, 0.198, 0.201, -0.083, -0.353, -0.392, -0.793, 1.186, -0.878, 0.972, -0.882, 0.978, -0.881, 0.225, 0.194, 0.215, 0.220, 0.245, 0.240, -0.109, -0.105



No. 3
Formula: C15H23BN6PdSi
Source: the OMol25 dataset
Level of theory: ωB97M-V with the def2-TZVPD basis set

```
47
C15H23BN6PdSi ωB97M-V with the def2-TZVPD basis set
H -1.7788 -0.6342 -2.5593
N -0.0170 0.2939 -1.9012
B 2.4733 1.0817 -1.7266
N 1.2153 0.5689 -2.4852
C 1.0887 0.4284 -3.8257
Pd -1.0569 1.0094 -0.2263
H 1.9104 0.7013 -4.4620
C -0.1809 -0.1001 -4.0979
H -0.5793 -0.3637 -5.0533
C -0.8262 -0.2097 -2.8489
H 3.1797 1.6635 -2.5068
C 0.6042 -1.4005 2.1263
H 1.0562 -2.3179 1.7272
H 0.8053 -1.3459 3.2103
H 1.0882 -0.5498 1.6038
N 3.4382 -0.0423 -1.1333
N 1.9298 2.1121 -0.6915
N 2.9030 -0.9178 -0.2493
N 0.7306 2.0954 0.0262
C 4.7576 -0.3827 -1.3870
C 2.5811 3.2515 -0.3749
H 5.3820 0.1842 -2.0669
H 3.4975 3.5018 -0.8941
C 5.0493 -1.5226 -0.6209
C 1.9164 3.8773 0.6671
C 3.8451 -1.8142 0.0651
C 0.7934 3.0788 0.9496
H 5.9833 -2.0561 -0.5393
H 2.2161 4.7795 1.1877
H 3.6632 -2.6361 0.7587
H 0.0774 3.0847 1.7730
H -1.3311 -2.1979 2.4492
C -4.0738 0.9049 1.6160
Si -3.3759 -0.7972 1.4252
C -3.8091 -1.8826 2.9056
C -4.3765 -1.6010 0.0917
C -1.5174 -0.5192 1.0521
C -0.8701 -1.3704 1.8888
H -5.0206 0.8100 2.1614
H -4.2690 1.3178 0.6204
H -3.3921 1.5591 2.1666
H -4.8801 -2.1208 2.8236
H -3.3034 -2.8555 2.9543
H -3.6637 -1.3913 3.8765
H -4.8300 -0.8286 -0.5340
H -3.8503 -2.3105 -0.5488
H -5.1835 -2.1354 0.6070
```

Orbital gap (alpha / beta) in eV: 7.89 / 2.91
Energy relative to the best compared isomer or geometry (same formula, charge and spin) in kJ/mol: 0.0
Energy in eV: -36880.547
E_LUMO (alpha / beta) in eV: -6.604 / -11.235
Total charge: +2
Multiplicity: 5
HOMO energy (alpha / beta) in eV: -14.50 / -14.14

Calculated atomic charges, method natural (NBO), unit e: 0.269, -0.166, 0.543, -0.289, 0.176, 0.996, 0.278, -0.078, 0.278, -0.050, -0.012, -0.661, 0.267, 0.254, 0.228, -0.366, -0.333, -0.306, -0.242, -0.006, 0.158, 0.236, 0.271, -0.303, -0.212, -0.027, -0.018, 0.258, 0.281, 0.227, 0.263, 0.255, -1.146, 1.649, -1.120, -1.120, -0.599, -0.121, 0.277, 0.236, 0.238, 0.266, 0.248, 0.257, 0.246, 0.249, 0.275